(1)
{"formula": "C33H42ClFO16PS", "method": "ωB97M-V/def2-TZVPD", "relative_energy_kj_mol": 443.7, "e_tot_ha": -3785.8633, "e_lumo_ev": -0.6, "total_charge": -1, "gap_ev": 4.36, "species": ["C", "C", "C", "C", "C", "P", "F", "O", "C", "C", "C", "C", "Cl", "C", "C", "C", "C", "S", "C", "C", "O", "O", "O", "H", "H", "H", "H", "H", "H", "H", "H", "H", "H", "H", "H", "H", "H", "H", "H", "H", "H", "H", "H", "H", "H", "H", "H", "H", "H", "H", "H", "H", "H", "C", "C", "C", "O", "C", "C", "C", "O", "O", "O", "H", "H", "H", "H", "C", "C", "C", "O", "C", "C", "C", "O", "O", "O", "H", "H", "H", "H", "C", "C", "C", "O", "C", "C", "C", "O", "O", "O", "H", "H", "H", "H"], "xyz": [[4.3242, 0.2142, 3.7947], [3.3442, 1.4814, 3.3536], [2.6822, 2.0720, 4.7317], [1.6076, 3.2914, 4.5256], [1.2724, 3.6765, 2.9689], [-0.0709, 2.5465, 2.1515], [-0.1164, 3.7589, 0.8700], [-1.3401, 1.7683, 1.1816], [-1.3096, 0.3082, 1.5281], [-0.2280, -0.4173, 0.5334], [-0.1171, 0.2270, -0.9695], [1.3685, 0.9212, -1.2873], [1.2623, 2.6848, -1.8450], [-1.0879, 0.1994, 3.1758], [-2.3293, 0.5766, 4.1734], [-3.6587, 1.1967, 3.4450], [-3.6462, 2.8692, 3.4191], [-5.4629, 3.4611, 3.3856], [-0.1233, -1.0421, 3.7353], [-0.9604, -2.3739, 4.1901], [-1.0646, -2.5866, 5.5315], [-1.5738, -3.3764, 3.3052], [-0.1631, 1.3570, 3.4184], [5.3174, 0.5608, 4.3170], [3.7338, -0.5184, 4.5066], [4.6178, -0.3366, 2.7868], [2.5619, 1.0309, 2.5953], [4.0283, 2.3130, 2.8682], [2.1821, 1.1393, 5.2840], [3.5473, 2.4365, 5.4304], [0.6106, 3.1361, 5.1630], [2.1126, 4.2620, 5.0045], [0.7743, 4.7609, 2.9971], [2.2151, 3.7887, 2.2713], [-0.9868, 3.4684, 2.8164], [0.9953, 1.9463, 1.3787], [-2.2902, -0.3015, 1.3293], [0.8700, -0.4178, 0.9932], [-0.5988, -1.5427, 0.3995], [-1.0184, 0.9337, -1.2688], [-0.1807, -0.6889, -1.7331], [1.9866, 0.2990, -2.0938], [2.0241, 0.9029, -0.3035], [-1.9353, 1.4217, 4.9193], [-2.6969, -0.3010, 4.8671], [-4.5789, 0.9256, 4.1558], [-3.9207, 0.7378, 2.4012], [-3.1627, 3.2219, 4.4276], [-3.1475, 3.3040, 2.4541], [-6.2935, 2.3288, 3.2383], [0.7211, -1.3470, 2.9860], [0.4335, -0.6047, 4.6964], [-0.8048, -3.7225, 2.7473], [2.6735, 2.2779, -5.1226], [2.2093, 2.5731, -6.3384], [2.6005, 1.7722, -7.5314], [2.1428, 2.0559, -8.6328], [3.5403, 0.6574, -7.3351], [4.0071, 0.3645, -6.1197], [3.5943, 1.1481, -4.9232], [4.0259, 0.8434, -3.8164], [4.8927, -0.6801, -5.9285], [1.3456, 3.6351, -6.5340], [2.3956, 2.8502, -4.2465], [3.8303, 0.0947, -8.2131], [5.0804, -0.6899, -4.9646], [1.1533, 3.6410, -7.4969], [-3.1120, 3.8139, -5.6098], [-2.7684, 3.3751, -4.3973], [-2.5118, 1.9307, -4.1414], [-2.1791, 1.5599, -3.0212], [-2.6757, 0.9924, -5.2627], [-3.0227, 1.4310, -6.4742], [-3.2523, 2.8783, -6.7362], [-3.5523, 3.2534, -7.8647], [-3.1812, 0.5543, -7.5318], [-2.6372, 4.2482, -3.3331], [-3.2994, 4.8613, -5.8103], [-2.5035, -0.0567, -5.0587], [-3.4320, 1.1138, -8.2990], [-2.3806, 3.6895, -2.5674], [-0.7414, -8.3850, 2.8217], [-0.5701, -7.0657, 2.7175], [-0.0212, -6.4524, 1.4765], [0.1071, -5.2354, 1.4032], [0.3553, -7.3495, 0.3727], [0.1872, -8.6690, 0.4784], [-0.3874, -9.2793, 1.7087], [-0.5470, -10.4938, 1.7692], [0.5413, -9.5181, -0.5539], [-0.8981, -6.2190, 3.7604], [-1.1415, -8.8438, 3.7170], [0.7696, -6.8923, -0.5166], [0.3218, -10.4210, -0.2360], [-0.6842, -5.3156, 3.4401]], "lowdin_charge": [-0.17, -0.26, -0.23, -0.26, -0.32, 0.57, -0.41, -0.31, -0.26, -0.16, -0.22, -0.53, 0.50, -0.31, -0.10, -0.25, -0.52, 0.54, -0.01, -0.25, -0.05, -0.02, -0.37, 0.07, 0.07, 0.07, 0.09, 0.11, 0.10, 0.10, 0.11, 0.09, 0.09, 0.08, 0.04, 0.02, 0.14, 0.10, 0.11, 0.09, 0.11, 0.07, 0.07, 0.14, 0.12, 0.09, 0.11, 0.08, 0.06, -0.15, 0.12, 0.14, 0.08, 0.07, -0.21, -0.31, 0.10, 0.07, -0.21, -0.30, 0.10, 0.07, 0.08, 0.08, 0.13, 0.12, 0.11, 0.07, -0.20, -0.29, 0.10, 0.08, -0.21, -0.31, 0.09, 0.07, 0.09, 0.14, 0.14, 0.11, 0.12, 0.08, -0.20, -0.29, 0.10, 0.08, -0.21, -0.31, 0.10, 0.08, 0.09, 0.14, 0.14, 0.12, 0.08]}



(2)
{"formula": "C33H43B2MnN6O2S3", "method": "ωB97M-V/def2-TZVPD", "multiplicity": 4, "e_tot_ha": -4156.8250, "e_lumo_ev": [-11.1, -9.4], "total_charge": 3, "gap_ev": [5.67, 7.40], "species": ["Mn", "C", "C", "C", "C", "N", "N", "B", "N", "N", "C", "C", "C", "C", "C", "S", "C", "C", "C", "C", "N", "N", "C", "C", "C", "C", "C", "S", "C", "C", "C", "C", "C", "S", "C", "C", "C", "C", "H", "H", "H", "H", "H", "H", "H", "H", "H", "H", "H", "H", "H", "H", "H", "H", "H", "H", "H", "H", "H", "H", "H", "H", "H", "H", "H", "H", "H", "H", "H", "H", "H", "H", "H", "H", "H", "H", "H", "O", "B", "O", "C", "C", "C", "C", "C", "C", "H", "H", "H", "H"], "xyz": [[-0.6717, 2.5030, 1.9122], [4.1830, 0.2712, 2.2218], [2.8950, -0.2751, 1.6913], [2.7117, -1.6163, 1.4094], [1.4964, -2.0963, 0.8946], [0.4977, -1.2565, 0.6382], [0.6675, 0.0211, 0.8999], [-0.4654, 0.9721, 0.3735], [-1.8170, 0.3041, 0.1240], [-1.9031, -0.3915, -1.0194], [-3.0521, -0.9645, -1.2993], [-4.1581, -0.8427, -0.4188], [-4.0837, -0.1021, 0.7300], [-5.2335, 0.0860, 1.6668], [-2.8291, 0.5043, 0.9650], [-2.5913, 1.5379, 2.3604], [-3.1848, -1.7473, -2.5914], [-4.3014, -1.1066, -3.4298], [-1.8790, -1.7282, -3.3781], [-3.5615, -3.1951, -2.2394], [0.0672, 1.7293, -0.8608], [0.8709, 1.0364, -1.6711], [1.2974, 1.6258, -2.7696], [0.8721, 2.9393, -3.0894], [0.0590, 3.6588, -2.2497], [-0.4006, 5.0534, -2.5240], [-0.3135, 2.9885, -1.0646], [-1.2832, 3.7546, 0.1781], [2.2395, 0.8063, -3.6417], [1.4820, -0.4292, -4.1432], [3.4299, 0.3679, -2.7760], [2.7481, 1.6158, -4.8341], [1.7866, 0.5286, 1.4255], [1.7756, 2.3028, 1.7077], [1.2689, -3.5498, 0.5231], [1.5533, -3.6515, -0.9861], [-0.1810, -3.9503, 0.8159], [2.2186, -4.4700, 1.2924], [4.8798, -0.5384, 2.4237], [4.6423, 0.9426, 1.4939], [4.0343, 0.8273, 3.1469], [3.5186, -2.3113, 1.5972], [-5.0902, -1.3260, -0.6807], [-6.1036, -0.4620, 1.3144], [-4.9877, -0.2733, 2.6671], [-5.4979, 1.1418, 1.7451], [-4.0803, -0.0631, -3.6595], [-4.3890, -1.6446, -4.3733], [-5.2750, -1.1554, -2.9416], [-1.6182, -0.7171, -3.6909], [-1.0524, -2.1278, -2.7917], [-1.9923, -2.3417, -4.2711], [-4.5295, -3.2653, -1.7430], [-3.6278, -3.7775, -3.1576], [-2.8102, -3.6613, -1.5999], [1.2059, 3.3907, -4.0135], [-0.0460, 5.3932, -3.4941], [-1.4904, 5.1100, -2.5168], [-0.0276, 5.7407, -1.7623], [1.1205, -1.0327, -3.3107], [0.6310, -0.1486, -4.7651], [2.1503, -1.0391, -4.7496], [3.0957, -0.2061, -1.9100], [4.0895, -0.2665, -3.3666], [4.0125, 1.2255, -2.4345], [1.9423, 1.9074, -5.5093], [3.2953, 2.5088, -4.5267], [3.4375, 1.0006, -5.4106], [0.9437, -2.9457, -1.5510], [2.6041, -3.4552, -1.2063], [1.3217, -4.6590, -1.3289], [-0.8914, -3.2903, 0.3201], [-0.3461, -4.9629, 0.4504], [-0.3834, -3.9454, 1.8877], [3.2612, -4.3365, 1.0027], [2.1284, -4.3415, 2.3723], [1.9630, -5.5043, 1.0669], [0.1848, 2.5876, 3.9007], [1.4958, 2.2757, 3.5594], [2.3007, 2.0119, 4.5895], [1.4736, 2.1872, 5.7233], [1.8255, 2.0677, 7.0448], [0.8026, 2.3140, 7.9587], [-0.4857, 2.6599, 7.5546], [-0.8276, 2.7826, 6.2084], [0.1965, 2.5324, 5.3327], [2.8281, 1.8082, 7.3519], [1.0194, 2.2397, 9.0150], [-1.2414, 2.8462, 8.3039], [-1.8214, 3.0626, 5.8906]], "mulliken_spin": [3.71, 0.00, 0.01, 0.00, -0.01, 0.00, 0.02, -0.51, 0.00, 0.00, 0.00, 0.00, 0.02, 0.00, 0.02, -0.18, 0.00, 0.00, 0.00, 0.00, -0.01, -0.01, 0.00, 0.00, 0.03, -0.01, 0.07, -0.23, 0.00, 0.00, 0.00, 0.00, 0.03, 0.00, 0.00, 0.00, 0.00, 0.00, 0.00, 0.00, 0.00, 0.00, 0.00, 0.00, 0.00, 0.00, 0.00, 0.00, 0.00, 0.00, 0.00, 0.00, 0.00, 0.00, 0.00, 0.00, 0.00, 0.00, 0.00, 0.00, 0.00, 0.00, 0.00, 0.00, 0.00, 0.00, 0.00, 0.00, 0.00, 0.00, 0.00, 0.00, 0.00, 0.00, 0.00, 0.00, 0.00, 0.02, 0.04, 0.00, 0.00, 0.00, 0.00, 0.00, 0.01, 0.00, 0.00, 0.00, 0.00, 0.00]}



(3)
{"formula": "C33H43BrHfINOP", "method": "ωB97M-V/def2-TZVPD", "e_tot_ha": -4673.5021, "e_lumo_ev": -9.8, "total_charge": 3, "gap_ev": 6.73, "species": ["Hf", "I", "C", "C", "C", "C", "C", "C", "C", "C", "C", "C", "H", "H", "H", "H", "H", "H", "Br", "C", "C", "C", "C", "N", "C", "H", "H", "H", "H", "O", "P", "C", "C", "C", "C", "C", "C", "C", "C", "C", "C", "C", "C", "C", "C", "C", "C", "C", "C", "H", "H", "H", "H", "H", "H", "H", "H", "H", "H", "H", "H", "H", "H", "H", "H", "H", "H", "H", "H", "H", "H", "H", "H", "H", "H", "H", "H", "H", "H", "H", "H", "H"], "xyz": [[-0.4916, 1.4410, 0.5554], [1.6322, 2.6168, 2.1605], [1.5890, 4.2874, 0.8281], [2.5399, 5.2279, 1.0821], [2.5155, 6.4131, 0.3149], [1.5335, 6.5921, -0.6146], [0.5522, 5.5974, -0.8510], [-0.4872, 5.8327, -1.7898], [-1.4527, 4.9003, -2.0365], [-1.3830, 3.6581, -1.3873], [-0.4128, 3.3535, -0.4398], [0.5678, 4.3716, -0.1418], [3.2908, 5.0992, 1.8502], [3.2643, 7.1728, 0.4921], [1.4866, 7.5102, -1.1869], [-0.5054, 6.7846, -2.3072], [-2.2457, 5.1009, -2.7435], [-2.1404, 2.9289, -1.6596], [-5.6431, 0.7972, -1.7072], [-4.7373, 1.0132, -0.1004], [-5.4069, 1.1515, 1.1128], [-4.6743, 1.3029, 2.2828], [-3.2977, 1.3207, 2.2214], [-2.6526, 1.1796, 1.0479], [-3.3612, 1.0284, -0.0952], [-6.4895, 1.1394, 1.1384], [-5.1692, 1.4120, 3.2381], [-2.6934, 1.4513, 3.1106], [-2.8091, 0.8817, -1.0184], [-0.4619, -0.2436, -0.4473], [0.4492, -1.5344, -0.1044], [2.1320, -0.8607, -0.0086], [2.3922, 0.3857, -0.8831], [2.7993, 0.0719, -2.3197], [4.0044, -0.8625, -2.3343], [3.6780, -2.1646, -1.6133], [3.2613, -1.9143, -0.1638], [-0.0868, -1.9871, 1.5633], [0.6052, -3.2771, 2.1237], [1.2806, -3.0260, 3.4703], [0.2938, -2.4625, 4.4940], [-0.5352, -1.2719, 3.9432], [0.0307, -0.8357, 2.5933], [0.1742, -2.8361, -1.3014], [0.0482, -2.2931, -2.7655], [-1.3140, -2.6185, -3.3831], [-2.4348, -2.2131, -2.4358], [-2.3905, -3.0430, -1.1359], [-1.0337, -3.7273, -0.9273], [2.1489, -0.5308, 1.0387], [3.1913, 0.9486, -0.3937], [1.5275, 1.0792, -0.9369], [3.0136, 1.0042, -2.8420], [1.9714, -0.4005, -2.8554], [4.8560, -0.3756, -1.8484], [4.3063, -1.0616, -3.3618], [4.5414, -2.8297, -1.6088], [2.8933, -2.6928, -2.1661], [4.1232, -1.5259, 0.3852], [2.9920, -2.8465, 0.3370], [-1.1542, -2.1833, 1.4249], [1.3276, -3.6844, 1.4140], [-0.1585, -4.0460, 2.2425], [2.1437, -2.3631, 3.3469], [1.6874, -3.9667, 3.8391], [0.8310, -2.1520, 5.3885], [-0.3885, -3.2538, 4.8056], [-0.5146, -0.4344, 4.6412], [-1.5827, -1.5521, 3.8120], [1.0670, -0.5200, 2.7213], [-0.5525, 0.0710, 2.2877], [1.0956, -3.4223, -1.2144], [0.8574, -2.7170, -3.3597], [0.1758, -1.2089, -2.8004], [-1.3844, -3.6815, -3.6215], [-1.3957, -2.0909, -4.3331], [-3.4062, -2.3161, -2.9169], [-2.3185, -1.1461, -2.2093], [-3.1544, -3.8200, -1.1577], [-2.6484, -2.4116, -0.2775], [-0.9642, -4.5964, -1.5821], [-0.9382, -4.1255, 0.0807]], "lowdin_charge": [1.52, 1.19, -0.54, -0.11, -0.02, 0.02, -0.14, 0.04, -0.03, -0.11, -0.29, -0.25, 0.11, 0.13, 0.14, 0.14, 0.13, 0.09, 0.91, -0.66, -0.02, 0.01, -0.08, -0.10, -0.19, 0.14, 0.14, 0.13, 0.09, -0.47, 0.98, -0.34, -0.21, -0.17, -0.17, -0.17, -0.15, -0.32, -0.15, -0.18, -0.15, -0.15, -0.25, -0.32, -0.16, -0.17, -0.18, -0.17, -0.16, 0.08, 0.12, 0.05, 0.13, 0.10, 0.13, 0.13, 0.13, 0.10, 0.14, 0.10, 0.12, 0.10, 0.13, 0.12, 0.13, 0.12, 0.13, 0.12, 0.12, 0.08, 0.02, 0.12, 0.12, 0.09, 0.13, 0.13, 0.12, 0.08, 0.13, 0.09, 0.14, 0.10]}



(4)
{"formula": "C33H43N8O", "method": "ωB97M-V/def2-TZVPD", "relative_energy_kj_mol": 357.2, "e_tot_ha": -1796.1970, "e_lumo_ev": 2.8, "total_charge": -1, "gap_ev": 8.60, "species": ["C", "O", "H", "H", "H", "N", "C", "C", "C", "C", "H", "H", "H", "H", "H", "N", "C", "C", "C", "C", "H", "H", "H", "H", "H", "N", "C", "C", "C", "C", "H", "H", "H", "H", "H", "N", "C", "C", "C", "C", "H", "H", "H", "H", "H", "N", "C", "C", "C", "C", "H", "H", "H", "H", "H", "N", "C", "C", "C", "C", "H", "H", "H", "H", "H", "N", "C", "C", "C", "C", "H", "H", "H", "H", "H", "N", "C", "C", "C", "C", "H", "H", "H", "H", "H"], "xyz": [[-0.1622, -0.7291, 0.7154], [-0.6177, 0.4131, 1.2798], [-0.9951, -1.3937, 0.5717], [0.3172, -1.2623, 1.3962], [0.2610, -0.4742, -0.2035], [-3.7136, -1.3947, -0.7792], [-4.0311, -1.5955, -2.1369], [-3.9453, -2.9356, -2.2826], [-3.1859, -3.5574, -1.1293], [-3.1993, -2.5242, -0.2170], [-3.7069, -0.4878, -0.3754], [-4.2901, -0.7677, -2.8566], [-3.9155, -3.5967, -3.0675], [-2.8656, -4.4771, -0.9479], [-3.0177, -2.6433, 0.8205], [0.6921, 2.2759, -0.3973], [0.2338, 3.5444, -0.7095], [1.2790, 4.1579, -1.3625], [2.3769, 3.0958, -1.3798], [1.9352, 1.9394, -0.7656], [0.2788, 1.4691, 0.1438], [-0.7890, 3.7144, -0.0533], [1.0150, 5.0837, -1.6928], [3.4523, 3.2070, -1.6793], [2.6352, 0.8542, -0.7240], [-0.2278, 1.3933, -3.5290], [-0.1439, 1.2736, -4.9296], [-1.0226, 0.3866, -5.4721], [-1.5070, -0.2341, -4.2155], [-1.1479, 0.4640, -3.0879], [0.3735, 2.0591, -3.0273], [0.4527, 2.2898, -5.3195], [-1.0682, 0.3329, -6.5493], [-2.0729, -1.1400, -4.2166], [-1.5055, 0.4026, -1.9753], [-3.0366, 1.0897, 0.7332], [-4.2269, 0.8577, 1.4996], [-5.3390, 1.2569, 0.7636], [-4.7082, 2.0031, -0.4150], [-3.3655, 1.8076, -0.3898], [-2.1210, 0.9399, 1.0860], [-4.0886, 0.2023, 2.4840], [-6.4515, 0.9549, 0.7034], [-5.2654, 2.4823, -1.0993], [-2.6500, 2.0845, -1.2428], [4.0856, -0.2769, 1.9703], [5.3469, 0.1850, 1.5323], [5.7858, -0.8128, 0.6945], [4.7167, -1.8202, 0.4658], [3.6830, -1.4789, 1.3922], [3.4629, 0.2550, 2.5798], [5.6414, 1.2832, 1.7628], [6.7566, -0.8253, 0.0606], [4.8409, -2.6031, -0.2864], [2.6477, -1.8660, 1.4801], [1.3506, 1.1679, 2.8008], [1.4738, 0.3961, 4.0032], [2.2638, 1.1290, 4.7454], [2.9604, 2.1926, 3.8463], [2.3482, 2.0647, 2.6371], [0.7868, 0.8720, 2.0882], [0.7500, -0.3622, 4.1920], [2.4664, 0.8694, 5.7778], [3.8053, 2.8722, 4.0506], [2.2723, 2.6960, 1.8174], [1.7678, -1.0141, -3.6374], [2.4420, -1.4216, -4.8007], [3.4790, -2.2011, -4.3885], [3.4707, -2.1641, -2.9175], [2.3327, -1.4046, -2.5101], [0.8685, -0.5969, -3.7175], [2.2663, -1.1726, -5.8079], [4.1785, -2.7077, -5.0160], [4.1482, -2.5995, -2.1215], [1.7343, -1.3359, -1.4812], [-1.8582, -0.7578, 3.4735], [-1.9986, -2.1283, 3.7612], [-2.3135, -2.3134, 5.0160], [-2.3571, -1.0124, 5.6354], [-2.0863, 0.0059, 4.6811], [-1.6042, -0.1059, 2.6718], [-1.8639, -2.8106, 2.8944], [-2.3118, -3.1988, 5.4387], [-2.6587, -0.7308, 6.5034], [-1.9995, 0.9104, 4.7437]], "lowdin_charge": [-0.25, -0.43, 0.06, 0.02, 0.03, 0.04, -0.13, -0.11, -0.04, -0.16, 0.06, 0.13, 0.05, 0.03, 0.08, -0.06, -0.15, -0.09, -0.12, -0.20, 0.09, 0.17, 0.04, 0.09, 0.20, 0.00, -0.20, -0.07, -0.13, -0.15, 0.11, 0.17, 0.09, 0.07, 0.13, 0.00, -0.14, -0.09, -0.11, -0.19, 0.03, 0.14, 0.11, 0.03, 0.12, -0.01, -0.14, -0.15, -0.11, -0.11, 0.07, 0.13, 0.11, 0.06, 0.10, 0.03, -0.11, -0.10, -0.07, -0.19, 0.01, 0.10, 0.08, 0.08, 0.09, 0.00, -0.12, -0.12, -0.09, -0.15, 0.07, 0.09, 0.07, 0.06, 0.14, 0.02, -0.16, -0.11, -0.06, -0.04, 0.10, 0.11, 0.04, 0.01, 0.01]}